Formula: C35H48ClF5N2O18P4S
Source: the Open Molecules 2025 dataset
Level of theory: ωB97M-V with the def2-TZVPD basis set

Computed properties:
- SMILES: O=C(Oc1cc(S)c2ncc(Cl)nc2c1C(F)(F)c1cccc(C(F)(F)F)c1)c1ccccc1.COP(=O)(OC)OC.COP(=O)(OC)OC.COP(=O)(OC)OC.COP(=O)(OC)OC
- E_HOMO: -0.312 hartree
- E_tot: -5547.9484 Eh

XYZ file:
```
114
Properties=species:S:1:pos:R:3:forces:R:3
O 3.94383 -1.39138 -3.99142 -7.0 6.0 -2.0
C 2.93708 -0.51004 -4.24758 5.6 -3.9 2.1
O 1.77273 -1.01375 -4.98855 -0.4 0.8 3.2
C 0.67475 -1.43231 -4.10468 -2.7 -0.8 1.7
C 1.09744 -2.17757 -2.69282 -5.1 -0.2 0.3
C -0.11980 -2.69223 -1.72379 0.5 1.9 -2.3
S 0.35737 -3.55998 -0.09639 -0.6 1.6 -0.9
C -1.74697 -2.50916 -2.06513 1.8 0.2 -0.5
N -2.69083 -3.10041 -1.05536 -3.0 3.7 -6.7
C -4.08654 -2.85131 -1.55902 1.4 0.3 -0.3
C -4.54400 -2.05348 -2.90280 4.6 -0.2 0.1
Cl -6.38464 -1.89456 -3.26307 3.4 -0.2 0.6
N -3.53448 -1.48660 -3.85548 -0.2 -3.0 4.9
C -2.10959 -1.73549 -3.44983 -0.3 -0.3 0.4
C -0.93134 -1.17534 -4.49679 2.3 -1.8 2.0
C -1.43594 -0.40447 -5.85189 -0.7 1.3 -0.2
F -2.44143 -1.19782 -6.65383 3.0 2.2 2.4
F -0.37196 -0.02464 -6.80482 -2.6 -1.5 2.7
C -2.11695 1.03376 -5.33671 -1.5 3.5 0.9
C -3.67799 1.43666 -5.65969 2.6 2.0 1.7
C -4.29235 2.87816 -5.15576 4.2 -1.4 0.9
C -3.31747 3.90603 -4.30414 0.8 -3.1 -1.2
C -1.72750 3.54289 -3.95006 -3.1 -2.2 -2.3
C -0.88607 4.66685 -3.09874 0.0 0.6 0.1
F -1.71945 5.89859 -2.84388 2.8 -4.1 -0.7
F -0.50846 4.09788 -1.76643 -0.8 2.3 -4.3
F 0.32664 5.16864 -3.84547 -3.8 -1.8 2.9
C -1.15073 2.09583 -4.48085 -2.8 1.3 -0.3
C 3.18979 1.02996 -3.74023 -0.2 3.6 -0.2
C 3.18136 2.19581 -4.93958 0.5 1.2 3.2
C 3.47055 3.79246 -4.61107 0.2 -3.9 3.5
C 3.78238 4.17312 -3.03793 -0.8 -3.5 -0.8
C 3.76851 3.03754 -1.81400 -0.6 -1.3 -4.0
C 3.48043 1.44172 -2.16622 0.1 2.6 -3.1
H 2.19518 -2.40686 -2.34319 -2.4 0.6 -1.0
H -0.14290 -2.71760 0.94783 0.4 -0.7 -1.7
H -4.96911 -3.29460 -0.88735 2.3 1.1 -1.6
H -4.30498 0.63646 -6.28498 1.5 2.1 1.6
H -5.43107 3.12433 -5.39685 2.9 -0.5 0.7
H -3.81193 4.91202 -3.94154 1.4 -2.3 -0.8
H -0.01406 1.85896 -4.21789 -2.7 0.4 -0.7
H 2.98413 1.86760 -6.07055 0.4 0.7 2.9
H 3.48434 4.56642 -5.49513 0.0 -1.7 2.1
H 4.02583 5.28646 -2.74983 -0.6 -2.5 -0.6
H 3.99075 3.37413 -0.69599 -0.6 -0.9 -2.8
H 3.48836 0.58592 -1.34495 -0.1 2.2 -1.9
C 8.43693 -6.55192 -4.22800 0.5 -0.2 -0.4
O 7.20209 -6.94533 -3.65734 2.1 2.3 1.2
P 6.40617 -5.66541 -2.80820 -9.0 -5.3 0.1
O 5.59431 -6.69637 -2.01973 1.8 0.8 0.2
O 5.58039 -5.27162 -4.18807 0.7 1.3 0.6
C 5.18203 -6.26846 -5.11888 0.1 -0.2 -0.5
O 5.61025 -4.38537 -1.95897 3.6 -0.1 -1.0
C 5.49781 -3.13567 -2.60989 -0.5 0.8 0.0
H 8.81430 -7.36948 -4.84663 -0.1 0.1 0.1
H 8.30157 -5.66560 -4.85330 0.2 0.1 -0.1
H 9.15622 -6.33858 -3.43347 0.2 0.0 -0.2
H 4.96033 -7.22212 -4.63430 0.1 0.2 0.1
H 5.96977 -6.39613 -5.86553 -0.1 -0.2 0.0
H 4.27859 -5.92295 -5.63677 0.2 0.2 0.3
H 4.64903 -3.15250 -3.29845 0.5 -0.2 0.1
H 6.41513 -2.89053 -3.14707 -0.2 0.3 -0.1
H 5.30612 -2.36467 -1.85598 0.2 -0.1 0.0
C -2.54633 4.11288 3.97046 -0.1 0.6 0.4
O -1.60272 3.22717 3.39567 -2.4 -0.9 2.0
P -2.22661 1.63206 3.15253 8.0 -2.1 -6.2
O -0.79847 1.08209 3.11191 -1.4 0.4 1.3
O -2.68524 2.05188 1.61811 -1.2 -0.7 0.7
C -1.92229 2.96792 0.84508 0.0 0.5 -0.2
O -2.85057 0.03684 2.90942 -1.7 2.5 1.9
C -4.11344 -0.08663 2.28652 -0.7 -0.6 -0.3
H -2.12402 5.12042 3.97649 0.0 -0.1 0.0
H -3.46937 4.11731 3.38494 -0.2 0.1 0.0
H -2.76003 3.80477 4.99690 -0.2 0.4 -0.1
H -0.85514 2.91254 1.07217 -0.2 -0.1 0.1
H -2.29534 3.98032 1.01884 0.2 0.0 -0.1
H -2.06466 2.73318 -0.21719 -0.2 -0.2 0.3
H -3.99995 -0.00918 1.20210 0.0 0.2 0.1
H -4.80468 0.67541 2.64931 -0.1 -0.2 -0.2
H -4.52008 -1.07787 2.51379 0.1 0.2 0.1
C -8.25634 5.10787 5.09784 -0.6 -0.1 -0.2
O -7.17237 4.47740 5.75569 0.2 2.6 -2.1
P -5.86231 5.55505 6.09502 4.0 -6.8 6.8
O -4.91180 4.36032 6.20823 -0.7 1.1 -1.5
O -6.51329 5.86764 7.58483 0.4 1.3 -0.8
C -7.21114 4.86453 8.30981 -0.6 -0.2 0.2
O -4.55216 6.63281 6.43431 -2.8 0.7 -2.2
C -4.86182 7.87485 7.03393 0.4 0.9 0.4
H -9.08624 4.40051 5.03134 0.1 0.1 0.0
H -8.58231 5.98725 5.65936 -0.2 0.1 0.0
H -7.95194 5.40313 4.09070 -0.3 0.0 -0.1
H -6.81982 3.86379 8.11275 0.0 0.2 -0.1
H -8.27313 4.91351 8.05666 0.1 -0.2 0.1
H -7.10959 5.07296 9.38220 0.1 0.2 -0.3
H -4.98148 7.74499 8.11266 -0.2 0.0 -0.1
H -5.76780 8.30254 6.60220 0.1 0.2 0.2
H -4.02541 8.56197 6.86700 -0.1 -0.1 -0.2
C 4.18709 -3.81830 6.40584 0.2 0.0 0.6
O 3.08103 -4.25439 5.63661 2.1 2.5 -0.7
P 3.29681 -4.01407 3.93707 -8.0 -6.4 -2.2
O 1.78021 -4.07690 3.73791 1.3 1.4 0.5
O 3.92032 -5.54220 3.80630 1.0 1.0 -0.6
C 3.44969 -6.60324 4.62575 0.1 -0.3 0.4
O 3.51263 -3.77368 2.23743 2.1 1.5 2.6
C 4.73324 -4.19714 1.66394 0.6 -0.2 -1.0
H 4.03070 -4.11508 7.44554 0.0 0.0 -0.1
H 5.10931 -4.27686 6.03963 0.2 0.0 0.1
H 4.26646 -2.72988 6.34903 0.2 0.0 0.2
H 2.39289 -6.49263 4.87947 0.1 0.2 -0.1
H 4.05538 -6.64948 5.53422 -0.2 -0.1 0.0
H 3.58047 -7.54842 4.08415 0.1 0.4 -0.1
H 4.69586 -5.27159 1.46647 0.1 0.1 0.1
H 5.57467 -3.96226 2.31735 0.1 -0.1 -0.2
H 4.86716 -3.68208 0.70668 0.0 0.0 0.2
```
Forces are in eV/Å.

Formula: C35H48FeN6O3S
Source: the Open Molecules 2025 dataset
Level of theory: ωB97M-V with the def2-TZVPD basis set

Computed properties:
- Energy above the lowest of the compared OMol25 structures with the same formula, charge and spin: 4.157 eV
- Spin multiplicity: 5
- E_HOMO (alpha / beta): -0.206 / -0.269 hartree
- E_tot: -3578.5605 Eh

XYZ file:
```
94
Properties=species:S:1:pos:R:3:forces:R:3
Fe 0.00230 -0.03375 -0.48578 1.7 -0.7 1.7
N 0.06853 2.15531 3.14879 -0.1 -0.2 -0.1
C 0.48770 1.89351 1.88768 0.0 0.4 0.4
O -0.03851 1.00734 1.22695 -0.1 0.3 1.0
C 1.58236 2.81450 1.39464 0.1 -0.2 -0.4
C 2.00792 2.47091 -0.02124 -0.5 -0.2 -0.2
H -0.60345 1.53938 3.57503 0.0 -0.1 0.0
H 0.58531 2.77690 3.74327 0.0 0.1 0.0
H 2.44118 2.72998 2.06597 0.0 0.0 0.1
H 1.22184 3.84432 1.44150 -0.1 0.0 0.1
H 2.48169 1.49338 -0.04555 0.1 0.2 0.1
H 2.68170 3.22081 -0.43098 0.0 -0.1 0.0
C -2.76918 -2.36895 -2.08154 0.0 -0.1 0.1
C -3.36269 -2.04456 -0.74376 0.3 -0.1 0.1
C -4.73786 -2.01936 -0.57954 -0.1 0.0 0.1
C -5.30702 -1.71364 0.64392 0.0 0.0 0.0
C -4.49139 -1.44027 1.73020 -0.3 0.0 0.0
C -3.11387 -1.45978 1.60423 0.3 0.1 -0.3
C -2.21002 -1.14057 2.75765 0.0 0.0 0.0
C -2.53115 -1.76005 0.35599 -1.1 -0.2 0.1
N -1.15535 -1.66418 0.21759 1.0 0.3 0.2
C -0.32223 -2.60956 0.63915 -0.6 -0.2 0.2
C -0.83607 -3.96068 1.06056 0.1 0.1 -0.1
C 1.05092 -2.34908 0.68394 0.6 -0.3 0.0
C 1.98229 -3.44008 1.14339 -0.1 0.2 -0.1
N 1.52986 -1.17331 0.25968 -1.0 0.1 -0.1
C 2.78273 -0.73387 0.62578 1.2 0.3 0.4
C 3.75998 -0.44558 -0.35642 -0.2 -0.3 0.1
C 3.44821 -0.62425 -1.80932 0.0 0.0 0.1
C 5.01355 -0.00864 0.02862 0.1 0.1 0.1
C 5.32993 0.19529 1.36020 -0.1 0.0 0.1
C 4.36459 -0.04062 2.32034 0.2 0.1 0.0
C 3.10385 -0.50121 1.98308 -0.3 -0.1 -0.4
C 2.09988 -0.73420 3.07710 0.0 0.0 -0.1
H -3.37952 -3.09944 -2.61036 -0.1 0.0 0.0
H -1.76341 -2.76009 -1.96072 0.0 0.0 -0.2
H -2.72307 -1.47092 -2.70220 0.1 0.0 -0.1
H -5.37189 -2.24901 -1.42500 0.0 0.0 -0.1
H -6.38204 -1.69106 0.74018 -0.1 0.0 0.1
H -4.93865 -1.21439 2.68839 0.0 0.1 0.1
H -2.72789 -0.55619 3.51558 -0.1 0.0 0.1
H -1.34426 -0.59040 2.39052 0.0 0.0 0.1
H -1.84997 -2.06133 3.21524 0.1 -0.1 0.1
H -1.92027 -3.99165 0.98891 0.0 -0.1 0.0
H -0.54327 -4.19763 2.08299 0.0 -0.1 0.1
H -0.42872 -4.73624 0.41394 0.0 -0.1 0.0
H 1.87069 -4.31428 0.50305 0.0 -0.1 0.0
H 1.76390 -3.75043 2.16545 0.0 -0.1 0.1
H 3.01373 -3.10359 1.09025 0.1 -0.1 0.0
H 2.80363 0.18703 -2.14702 -0.1 0.0 -0.2
H 2.92601 -1.56285 -1.96993 -0.1 -0.1 -0.1
H 4.35917 -0.60856 -2.40456 0.0 0.0 0.0
H 5.76671 0.17331 -0.72260 0.1 0.0 -0.2
H 6.31623 0.52563 1.64616 0.1 0.1 0.0
H 4.59111 0.13105 3.36282 0.0 0.0 0.2
H 2.16423 0.06331 3.81759 0.0 0.0 0.1
H 2.30528 -1.67561 3.58667 -0.1 -0.1 0.1
H 1.09081 -0.77308 2.67554 -0.1 0.0 0.1
N -2.02642 0.83766 -0.86854 -0.6 0.1 0.6
C -2.72997 1.61590 -1.75882 0.0 0.3 -0.4
C -3.86075 2.32089 -1.33985 0.1 -0.1 0.1
C -4.51365 3.17666 -2.20380 0.0 0.0 -0.1
C -4.06686 3.33725 -3.50480 0.0 0.2 -0.2
C -2.96555 2.61665 -3.93949 -0.1 0.1 0.0
C -2.30314 1.76517 -3.07911 0.2 -0.1 0.1
H -2.54867 0.58609 -0.04046 0.1 -0.1 -0.1
H -1.46510 0.05601 -1.23875 -1.7 -0.4 -1.3
H -4.22045 2.18976 -0.32974 0.0 0.0 0.2
H -5.38876 3.71431 -1.86903 -0.1 0.0 0.1
H -4.57351 4.01617 -4.17441 -0.1 0.0 -0.1
H -2.62884 2.72009 -4.96272 0.1 0.0 0.0
H -1.44653 1.20079 -3.40628 0.2 -0.1 -0.1
C 0.75413 -0.46618 -4.29008 0.0 -0.3 0.0
O 0.44297 -0.05389 -2.95543 0.4 0.2 -2.0
C 0.27620 -1.03132 -2.03367 -0.7 0.0 0.3
O 0.39402 -2.20367 -2.28301 0.2 -0.2 -0.6
H 1.33581 0.32226 -4.76464 0.0 0.0 0.0
H -0.17167 -0.63422 -4.84619 0.1 0.0 0.0
H 1.31859 -1.39936 -4.25095 0.0 0.1 -0.2
C -1.07288 4.95298 -0.65084 -0.1 0.2 0.1
N -0.13427 4.98088 -1.73564 0.1 0.1 -0.1
C -0.56798 5.53892 -3.00795 -0.1 0.1 -0.1
C 0.42700 4.95213 -4.02152 0.2 0.4 -0.2
N 1.18717 3.97119 -3.26135 0.1 -0.3 -0.2
C 0.73819 3.92875 -1.94747 -0.2 -0.5 0.0
S 0.56310 2.35675 -1.16899 1.1 1.1 0.4
H -1.29701 5.97234 -0.32975 0.0 0.0 0.1
H -0.62993 4.39834 0.17178 -0.1 0.1 0.1
H -2.00915 4.45629 -0.93372 0.0 0.0 0.0
H -0.52483 6.63172 -2.97761 -0.1 -0.1 -0.1
H -1.60088 5.23845 -3.22803 0.0 0.0 0.0
H 1.11671 5.71852 -4.38546 -0.2 0.0 -0.1
H -0.08096 4.51397 -4.88244 0.0 0.0 0.0
H 1.34288 3.06386 -3.67618 0.0 0.1 0.0
```
Forces are in eV/Å.